No. 1
{
  "formula": "C2H4N4O2",
  "method": "the ωB97M-V functional and the def2-TZVPD basis",
  "multiplicity": 1,
  "largest_force_ev_per_a": 1.107,
  "relative_energy_kcal_mol": 80.4,
  "smiles": "[H]/N=C(/C#N)[N+](=O)[O-].N",
  "gap_ha": 0.307,
  "elements": ["O", "O", "N", "N", "N", "N", "C", "C", "H", "H", "H", "H"],
  "positions_angstrom": [[-5.04, 0.25, -0.37], [-4.19, -1.71, 0.01], [-4.15, -0.50, -0.05], [-1.85, -0.61, 0.69], [1.11, 0.22, -0.04], [-2.67, 2.65, 0.10], [-2.81, 0.10, 0.33], [-2.74, 1.51, 0.21], [-2.03, -1.61, 0.72], [0.76, 1.00, 0.49], [2.10, 0.37, -0.19], [0.65, 0.21, -0.94]],
  "nbo_charge": [-0.318, -0.354, 0.500, -0.437, -1.071, -0.195, 0.215, 0.194, 0.394, 0.360, 0.358, 0.354]
}

---

No. 2
{
  "formula": "C2H4N4O2",
  "method": "the ωB97M-V functional and the def2-TZVPD basis",
  "multiplicity": 1,
  "largest_force_ev_per_a": 6.084,
  "relative_energy_kcal_mol": 64.7,
  "smiles": "[H]/N=c1/oc(O)nn1N",
  "gap_ha": 0.326,
  "elements": ["O", "O", "N", "N", "N", "N", "C", "C", "H", "H", "H", "H"],
  "positions_angstrom": [[2.59, -0.18, 0.04], [0.75, 0.94, 0.15], [-0.86, -0.51, -0.20], [-1.16, 1.94, -0.09], [0.25, -1.20, -0.05], [-2.00, -1.31, 0.07], [1.19, -0.28, 0.03], [-0.56, 0.79, -0.03], [-2.13, 1.59, 0.16], [3.07, -0.98, -0.44], [-2.24, -1.17, 1.04], [-2.79, -1.03, -0.42]],
  "nbo_charge": [-0.665, -0.403, -0.136, -0.716, -0.345, -0.594, 0.723, 0.601, 0.310, 0.513, 0.348, 0.364]
}

---

No. 3
{
  "formula": "C2H4N4O2S2",
  "method": "the ωB97M-V functional and the def2-TZVPD basis",
  "multiplicity": 1,
  "largest_force_ev_per_a": 1.685,
  "relative_energy_kcal_mol": 0.0,
  "smiles": "NS(=O)(=O)/N=c1/[nH]ncs1",
  "gap_ha": 0.362,
  "elements": ["S", "S", "O", "O", "N", "N", "N", "N", "C", "C", "H", "H", "H", "H"],
  "positions_angstrom": [[1.81, 0.23, -0.34], [-1.30, 1.35, -0.24], [1.40, 1.63, -0.33], [2.69, -0.25, -1.40], [2.51, -0.04, 1.15], [-1.75, -1.13, -0.20], [0.53, -0.78, -0.29], [-3.00, -0.59, -0.14], [-0.67, -0.30, -0.24], [-2.91, 0.68, -0.17], [2.97, 0.79, 1.42], [-1.66, -2.13, -0.18], [-3.78, 1.35, -0.16], [3.15, -0.82, 1.12]],
  "nbo_charge": [2.384, 0.407, -0.962, -0.921, -1.055, -0.397, -0.825, -0.216, 0.291, -0.164, 0.399, 0.424, 0.235, 0.400]
}

---

No. 4
{
  "formula": "C2H4N4O2S2",
  "method": "the ωB97M-V functional and the def2-TZVPD basis",
  "multiplicity": 1,
  "largest_force_ev_per_a": 6.387,
  "relative_energy_kcal_mol": 55.2,
  "smiles": "Nc1snnc1S(N)(=O)=O",
  "gap_ha": 0.330,
  "elements": ["S", "S", "O", "O", "N", "N", "N", "N", "C", "C", "H", "H", "H", "H"],
  "positions_angstrom": [[0.82, 0.02, -1.10], [-1.16, -0.60, 2.74], [1.99, -0.87, -1.10], [-0.29, -0.30, -2.02], [0.86, 0.43, 1.60], [0.40, 0.19, 2.75], [-2.05, -1.07, 0.10], [1.26, 1.65, -1.21], [0.24, 0.03, 0.54], [-1.16, -0.75, 1.02], [-2.71, -1.74, 0.38], [2.00, 2.01, -0.57], [-1.70, -0.72, -0.86], [1.52, 1.70, -2.28]],
  "nbo_charge": [2.247, 0.499, -0.897, -0.933, -0.149, -0.356, -0.785, -1.058, -0.352, 0.070, 0.410, 0.433, 0.467, 0.403]
}

---

No. 5
{
  "formula": "C2H4N4OS",
  "method": "the ωB97M-V functional and the def2-TZVPD basis",
  "multiplicity": 1,
  "largest_force_ev_per_a": 5.261,
  "relative_energy_kcal_mol": 78.8,
  "gap_ha": 0.347,
  "elements": ["S", "O", "N", "N", "N", "N", "C", "C", "H", "H", "H", "H"],
  "positions_angstrom": [[-1.39, -1.17, 1.56], [1.44, -2.01, 1.25], [-0.33, -0.92, 0.19], [1.85, -0.13, -0.11], [-1.27, 0.70, -1.21], [-0.32, 0.45, -0.14], [1.07, -1.11, 0.52], [0.92, 0.75, -0.54], [-0.62, 1.33, -2.14], [0.99, 1.55, -1.38], [-0.48, -0.95, 2.71], [-1.86, 1.51, -0.70]],
  "nbo_charge": [0.170, -0.556, -0.401, -0.498, -0.612, -0.164, 0.711, 0.292, 0.334, 0.210, 0.142, 0.373]
}

---

No. 6
{
  "formula": "C2H4N4S",
  "method": "the ωB97M-V functional and the def2-TZVPD basis",
  "multiplicity": 1,
  "largest_force_ev_per_a": 3.647,
  "relative_energy_kcal_mol": 19.5,
  "smiles": "[H]/N=c1\\[nH]nc(S)[nH]1",
  "gap_ha": 0.321,
  "elements": ["S", "N", "N", "N", "N", "C", "C", "H", "H", "H", "H"],
  "positions_angstrom": [[-2.82, -0.43, -0.03], [-0.70, 1.23, 0.01], [0.69, 1.00, -0.04], [-0.17, -0.94, 0.00], [2.18, -0.91, -0.02], [-1.19, 0.00, -0.05], [1.08, -0.30, -0.05], [-0.18, -1.94, 0.15], [-3.27, 0.82, 0.00], [2.99, -0.26, -0.02], [1.38, 1.73, 0.06]],
  "nbo_charge": [0.091, -0.300, -0.453, -0.600, -0.788, 0.163, 0.541, 0.432, 0.163, 0.345, 0.405]
}

---

No. 7
{
  "formula": "C2H4N4S",
  "method": "the ωB97M-V functional and the def2-TZVPD basis",
  "multiplicity": 1,
  "largest_force_ev_per_a": 2.104,
  "relative_energy_kcal_mol": 100.2,
  "gap_ha": 0.323,
  "elements": ["S", "N", "N", "N", "N", "C", "C", "H", "H", "H", "H"],
  "positions_angstrom": [[-1.62, -0.06, 0.91], [3.06, -0.12, 0.46], [-1.57, -2.62, -0.31], [2.21, -0.96, 0.23], [-1.97, 0.88, -0.47], [1.26, -1.53, -0.17], [-1.54, -1.57, 0.16], [-1.30, 1.64, -0.55], [3.23, 0.07, 1.44], [-2.92, 1.23, -0.44], [0.94, -2.48, -0.47]],
  "nbo_charge": [0.484, -0.531, -0.325, -0.001, -0.950, -0.053, 0.021, 0.387, 0.345, 0.383, 0.240]
}

---

No. 8
{
  "formula": "C2H4N4S2",
  "method": "the ωB97M-V functional and the def2-TZVPD basis",
  "multiplicity": 1,
  "largest_force_ev_per_a": 1.037,
  "relative_energy_kcal_mol": 21.6,
  "smiles": "S/N=c1/nc(S)[nH][nH]1",
  "gap_ha": 0.319,
  "elements": ["S", "S", "N", "N", "N", "N", "C", "C", "H", "H", "H", "H"],
  "positions_angstrom": [[-3.12, -0.03, -0.05], [3.23, -0.29, 0.00], [-1.73, -1.03, 0.02], [0.63, -1.05, -0.01], [-0.41, 1.00, -0.09], [0.97, 1.18, 0.09], [-0.61, -0.40, -0.03], [1.49, -0.10, 0.03], [-3.98, -1.01, 0.34], [-0.98, 1.50, 0.58], [3.16, -1.59, -0.29], [1.36, 1.83, -0.57]],
  "nbo_charge": [0.117, 0.057, -0.607, -0.483, -0.473, -0.449, 0.480, 0.272, 0.131, 0.396, 0.167, 0.392]
}

---

No. 9
{
  "formula": "C2H4N6",
  "method": "the ωB97M-V functional and the def2-TZVPD basis",
  "multiplicity": 1,
  "largest_force_ev_per_a": 14.844,
  "relative_energy_kcal_mol": 119.7,
  "gap_ha": 0.282,
  "elements": ["N", "N", "N", "N", "N", "N", "C", "C", "H", "H", "H", "H"],
  "positions_angstrom": [[0.85, 0.73, -1.25], [-0.16, 2.06, 0.06], [-0.72, -0.19, 0.43], [0.81, -1.56, -0.94], [-0.60, -2.34, 0.77], [1.14, -0.51, -1.59], [-0.10, 0.86, -0.28], [-0.15, -1.38, 0.05], [-0.55, 2.50, 1.26], [-1.45, -0.06, 1.18], [0.09, -3.13, 0.34], [0.84, 3.03, -0.03]],
  "nbo_charge": [-0.404, -0.741, -0.594, -0.302, -0.685, 0.061, 0.536, 0.453, 0.405, 0.449, 0.342, 0.479]
}

---

No. 10
{
  "formula": "C2H4N6",
  "method": "the ωB97M-V functional and the def2-TZVPD basis",
  "multiplicity": 1,
  "largest_force_ev_per_a": 6.750,
  "relative_energy_kcal_mol": 166.0,
  "gap_ha": 0.343,
  "elements": ["N", "N", "N", "N", "N", "N", "C", "C", "H", "H", "H", "H"],
  "positions_angstrom": [[-0.53, -0.97, -1.98], [-0.21, 1.51, 1.52], [-1.32, 0.87, 1.41], [-1.19, -0.29, 0.68], [1.91, 1.37, 0.46], [0.12, -0.53, 0.42], [0.18, -0.24, -1.22], [0.81, 0.80, 0.80], [2.50, 0.12, 0.27], [-1.75, -1.03, 1.05], [0.95, 0.39, -1.88], [-1.47, -2.01, -1.54]],
  "nbo_charge": [-0.561, -0.236, 0.059, -0.291, -0.551, -0.309, 0.166, 0.416, 0.318, 0.397, 0.263, 0.328]
}

---

No. 11
{
  "formula": "C2H4N6",
  "method": "the ωB97M-V functional and the def2-TZVPD basis",
  "multiplicity": 1,
  "largest_force_ev_per_a": 3.750,
  "relative_energy_kcal_mol": 28.2,
  "smiles": "[H]/N=C/N=c1[nH]nn[nH]1",
  "gap_ha": 0.357,
  "elements": ["N", "N", "N", "N", "N", "N", "C", "C", "H", "H", "H", "H"],
  "positions_angstrom": [[1.52, -1.17, 1.38], [0.89, 0.86, 1.52], [-0.95, -0.70, -1.66], [1.58, -0.12, 2.10], [-0.60, 1.06, -0.24], [0.64, -1.07, 0.39], [-1.12, 0.53, -1.35], [0.18, 0.35, 0.49], [-1.41, -0.85, -2.55], [-1.77, 1.21, -1.91], [0.20, -1.89, -0.21], [0.84, 1.78, 2.04]],
  "nbo_charge": [-0.034, -0.401, -0.762, -0.055, -0.610, -0.436, 0.281, 0.563, 0.345, 0.157, 0.504, 0.449]
}

---

No. 12
{
  "formula": "C2H4N6O",
  "method": "the ωB97M-V functional and the def2-TZVPD basis",
  "multiplicity": 1,
  "largest_force_ev_per_a": 4.370,
  "relative_energy_kcal_mol": 19.1,
  "smiles": "Oc1nn[nH]n1.N=C=N",
  "gap_ha": 0.393,
  "elements": ["O", "N", "N", "N", "N", "N", "N", "C", "C", "H", "H", "H", "H"],
  "positions_angstrom": [[-0.09, 2.81, 1.71], [2.12, -1.79, -2.47], [-0.14, -1.48, -1.93], [-1.45, -0.25, 1.63], [-1.24, 0.83, 2.24], [-0.78, -0.19, 0.48], [-0.16, 0.93, 0.39], [1.02, -1.63, -2.11], [-0.51, 1.60, 1.46], [-0.88, -0.79, -1.75], [3.04, -1.96, -2.07], [-0.38, 2.86, 2.64], [-0.55, -0.92, -0.21]],
  "nbo_charge": [-0.618, -0.722, -0.801, -0.036, -0.320, -0.183, -0.316, 0.688, 0.520, 0.438, 0.430, 0.494, 0.427]
}

---

No. 13
{
  "formula": "C2H4NO",
  "method": "the ωB97M-V functional and the def2-TZVPD basis",
  "charge": 1,
  "multiplicity": 1,
  "largest_force_ev_per_a": 6.030,
  "relative_energy_kcal_mol": 89.7,
  "smiles": "O=[N+]1CC1",
  "gap_ha": 0.356,
  "elements": ["O", "N", "C", "C", "H", "H", "H", "H"],
  "positions_angstrom": [[2.02, 0.06, -0.02], [0.85, 0.12, 0.03], [-0.42, 0.72, 0.08], [-0.31, -0.74, -0.02], [-0.50, -1.48, 0.91], [-0.70, 1.17, 0.94], [-0.42, -1.26, -0.98], [-0.52, 1.40, -0.95]],
  "nbo_charge": [0.005, 0.355, -0.247, -0.307, 0.314, 0.280, 0.289, 0.312]
}

---

No. 14
{
  "formula": "C2H4NO",
  "method": "the ωB97M-V functional and the def2-TZVPD basis",
  "charge": 1,
  "multiplicity": 1,
  "largest_force_ev_per_a": 6.264,
  "relative_energy_kcal_mol": 28.6,
  "smiles": "C#[N+]CO",
  "gap_ha": 0.439,
  "elements": ["O", "N", "C", "C", "H", "H", "H", "H"],
  "positions_angstrom": [[-1.85, 0.39, -0.07], [0.87, 0.46, 0.01], [2.00, 0.18, 0.00], [-0.71, -0.24, -0.17], [-0.41, -0.64, -1.05], [-0.64, -0.80, 0.79], [2.97, -0.16, -0.20], [-2.24, 0.81, 0.69]],
  "nbo_charge": [-0.610, -0.289, 0.380, 0.258, 0.220, 0.211, 0.284, 0.546]
}

---

No. 15
{
  "formula": "C2H4NO2",
  "method": "the ωB97M-V functional and the def2-TZVPD basis",
  "charge": -1,
  "multiplicity": 1,
  "largest_force_ev_per_a": 3.142,
  "relative_energy_kcal_mol": 144.0,
  "gap_ha": [0.250, 0.198],
  "elements": ["O", "O", "N", "C", "C", "H", "H", "H", "H"],
  "positions_angstrom": [[-1.30, -0.37, -1.58], [1.33, 0.45, 2.28], [1.15, -0.35, 1.28], [-1.06, -0.25, -0.10], [0.35, 0.27, 0.19], [0.42, 1.36, 0.26], [-1.18, -1.31, 0.27], [-0.51, 0.11, -1.89], [0.80, 0.08, -0.72]],
  "nbo_charge": [-0.766, -0.572, -0.186, 0.028, -0.402, 0.163, 0.126, 0.446, 0.163]
}

---

No. 16
{
  "formula": "C2H4NO2",
  "method": "the ωB97M-V functional and the def2-TZVPD basis",
  "charge": -1,
  "multiplicity": 1,
  "largest_force_ev_per_a": 2.241,
  "relative_energy_kcal_mol": 117.8,
  "smiles": "[O-]N1C[C@H]1O",
  "gap_ha": 0.221,
  "elements": ["O", "O", "N", "C", "C", "H", "H", "H", "H"],
  "positions_angstrom": [[0.93, 1.08, -1.08], [1.44, -1.79, 0.99], [0.98, -0.58, 0.74], [-0.42, -0.31, 0.69], [0.32, -0.12, -0.57], [1.87, 0.99, -0.80], [-0.03, -0.76, -1.39], [-0.73, 0.51, 1.23], [-1.13, -1.17, 0.76]],
  "nbo_charge": [-0.760, -0.797, -0.139, -0.311, 0.096, 0.469, 0.131, 0.157, 0.155]
}

---

No. 17
{
  "formula": "C2H4NO2",
  "method": "the ωB97M-V functional and the def2-TZVPD basis",
  "charge": 1,
  "multiplicity": 1,
  "largest_force_ev_per_a": 10.284,
  "relative_energy_kcal_mol": 228.1,
  "gap_ha": [0.313, 0.315],
  "elements": ["O", "O", "N", "C", "C", "H", "H", "H", "H"],
  "positions_angstrom": [[-0.42, -0.36, -0.29], [-2.31, -1.68, 0.01], [-1.55, -0.28, 0.46], [0.36, 0.84, -0.50], [0.86, -0.20, 0.40], [0.81, -0.06, 1.47], [0.71, 0.90, -1.52], [1.58, -0.94, 0.06], [-0.05, 1.77, -0.09]],
  "nbo_charge": [-0.205, -0.071, 0.343, -0.075, -0.067, 0.267, 0.271, 0.271, 0.268]
}

---

No. 18
{
  "formula": "C2H4NO2",
  "method": "the ωB97M-V functional and the def2-TZVPD basis",
  "charge": 1,
  "multiplicity": 1,
  "largest_force_ev_per_a": 5.905,
  "relative_energy_kcal_mol": 85.6,
  "gap_ha": [0.327, 0.328],
  "elements": ["O", "O", "N", "C", "C", "H", "H", "H", "H"],
  "positions_angstrom": [[-0.24, 0.16, 2.92], [-0.38, 0.43, 5.20], [0.05, 0.24, -0.23], [-0.31, 0.27, 4.09], [-0.78, -0.49, -0.98], [-0.08, -0.19, 0.79], [-0.46, -1.53, -1.36], [1.12, 0.15, -0.57], [-0.31, 1.29, -0.27]],
  "nbo_charge": [-0.630, -0.421, -0.873, 1.060, 0.183, 0.537, 0.178, 0.475, 0.492]
}

---

No. 19
{
  "formula": "C2H4NO2P",
  "method": "the ωB97M-V functional and the def2-TZVPD basis",
  "multiplicity": 1,
  "largest_force_ev_per_a": 3.379,
  "relative_energy_kcal_mol": 86.7,
  "smiles": "O=P[C@H]1C=N1.O",
  "gap_ha": 0.304,
  "elements": ["P", "O", "O", "N", "C", "C", "H", "H", "H", "H"],
  "positions_angstrom": [[-1.28, -1.41, -0.39], [-0.16, -1.51, 0.54], [2.78, -0.78, -0.29], [-3.80, 0.21, 0.22], [-3.05, 0.87, -0.59], [-2.27, 0.08, 0.33], [3.63, -1.34, -0.20], [-3.00, 1.70, -1.32], [1.99, -1.24, -0.07], [-1.69, 0.32, 1.19]],
  "nbo_charge": [1.286, -1.008, -0.971, -0.253, 0.063, -0.542, 0.479, 0.235, 0.491, 0.220]
}

---

No. 20
{
  "formula": "C2H4NO3",
  "method": "the ωB97M-V functional and the def2-TZVPD basis",
  "s2": 2.013,
  "charge": 1,
  "multiplicity": 3,
  "largest_force_ev_per_a": 9.042,
  "relative_energy_kcal_mol": 0.0,
  "gap_ha": [0.367, 0.247],
  "elements": ["O", "O", "O", "N", "C", "C", "H", "H", "H", "H"],
  "positions_angstrom": [[1.31, -0.37, 0.69], [0.20, 1.16, -1.76], [-2.66, 0.81, 0.43], [-1.77, 0.75, -0.41], [-0.61, 0.90, -0.76], [1.23, -1.41, 1.25], [0.12, 0.31, 0.12], [2.16, -2.08, 1.45], [-0.17, 1.70, -2.52], [0.20, -1.77, 1.51]],
  "nbo_charge": [-0.514, -0.518, 0.037, 0.061, 0.449, 0.337, 0.289, 0.182, 0.538, 0.139]
}